DFT (ωB97M-V/def2-TZVPD) results for the molecule C2H4N2OS in a non-equilibrium geometry.

Results
Highest occupied orbital energy ... -8.97 eV
SMILES ... [H]/N=C/N(S)C=O
Multiplicity ... 1
HOMO-LUMO gap ... 9.6 eV

Element x y z (Å)
H 3.05388 -1.00989 0.04595
N 2.29253 -0.30702 -0.04717
C 1.20584 -0.94870 0.05345
N -0.04701 -0.26807 -0.06554
S 0.05342 1.42948 0.02013
C -1.20724 -0.99326 -0.04911
O -2.29724 -0.45286 0.05146
H 1.08216 -2.01824 0.34383
H -1.27397 1.50332 -0.13655
H -1.04907 -2.04661 -0.22418